1:
Below is C2H3NO2S2 in the gas phase, with properties calculated with wB97M-V/def2-TZVPD.

Output
Gap between HOMO and LUMO ... 9.33 eV
Total charge ... 0
Structure (SMILES) ... O=C(NS)C(O)=S
E_HOMO ... -9.32 eV

Each line ends with the Mulliken charge.
Cartesian coordinates (Å):
C1 -0.02 0.84 -0.30  0.578
C2 -1.09 -0.15 0.17  0.188
H1 1.62 -1.62 -0.95  0.162
H2 1.89 1.13 -0.72  0.281
H3 -2.07 -0.36 1.72  0.353
N1 1.28 0.46 -0.26  -0.287
O1 -0.45 1.91 -0.67  -0.553
O2 -1.42 0.24 1.41  -0.395
S1 1.91 -1.03 0.23  -0.101
S2 -1.64 -1.43 -0.63  -0.227

***

2:
Below is C2H3NO2S2 in the gas phase, with properties calculated with wB97M-V/def2-TZVPD.

Output
Gap between HOMO and LUMO ... 7.16 eV
Total charge ... 0
Structure (SMILES) ... O=[N+]([O-])C(=S)CS
E_HOMO ... -9.52 eV

Each line ends with the Mulliken charge.
Cartesian coordinates (Å):
C1 0.52 0.43 0.28  -0.062
C2 0.62 -0.67 -0.67  -0.378
N1 -0.68 1.17 0.34  1.014
O1 -1.63 0.69 -0.30  -0.578
O2 -0.67 2.15 1.06  -0.521
S1 1.68 0.85 1.36  -0.153
S2 -0.21 -2.05 0.21  -0.179
H1 1.67 -1.03 -1.05  0.360
H2 -0.03 -0.31 -1.54  0.277
H3 -1.26 -1.22 0.31  0.219

***

3:
Below is C2H3NO2S2 in the gas phase, with properties calculated with wB97M-V/def2-TZVPD.

Output
Gap between HOMO and LUMO ... 9.17 eV
Total charge ... 0
Structure (SMILES) ... O=S1(=O)N=CCS1
E_HOMO ... -9.90 eV

Each line ends with the Mulliken charge.
Cartesian coordinates (Å):
C1 0.51 -0.45 -0.90  0.124
C2 0.23 0.59 0.09  -0.555
N1 1.66 -0.91 -1.12  -0.402
O1 3.98 0.09 -0.83  -0.471
O2 3.09 -1.18 1.55  -0.544
S1 1.72 1.52 0.53  -0.050
S2 2.82 -0.21 -0.06  0.782
H1 -0.34 -0.69 -1.56  0.355
H2 -0.59 1.21 -0.16  0.407
H3 -0.02 0.08 0.94  0.354

***

4:
Below is C2H3NO2S2 in the gas phase, with properties calculated with wB97M-V/def2-TZVPD.

Output
Gap between HOMO and LUMO (alpha / beta) ... 7.72 / 7.72 eV
Total charge ... 0
Structure (SMILES) ... NS(=O)(=O)C1=CS1
E_HOMO (alpha / beta) ... -9.23 / -9.23 eV

Each line ends with the Mulliken charge.
Cartesian coordinates (Å):
C1 -1.96 0.95 0.12  0.010
C2 -0.71 0.59 -0.83  -0.341
N1 1.49 -0.88 -0.60  -0.443
O1 1.34 0.92 1.15  -0.599
O2 -0.14 -1.08 1.11  -0.615
S1 -2.21 -0.58 -0.44  0.028
S2 0.53 0.01 0.39  1.027
H1 -2.20 1.78 0.76  0.420
H2 2.21 -1.28 -0.15  0.228
H3 1.66 -0.42 -1.50  0.285

***

Most stable: 1. Least stable: 4.

***

1:
Below is C19H22N2O5S in the gas phase, with properties calculated with wB97M-V/def2-TZVPD.

Output
Gap between HOMO and LUMO ... 9.23 eV
Total charge ... 0
Structure (SMILES) ... COc1ccc(S(=O)(=O)N(C)c2ccc(C(=O)N3CCOCC3)cc2)cc1
E_HOMO ... -8.84 eV

Each line ends with the Mulliken charge.
Cartesian coordinates (Å):
C1 -0.94 0.28 -4.48  -0.785
H1 -0.77 0.15 -5.55  0.237
H2 -2.01 0.21 -4.28  0.335
H3 -0.41 -0.51 -3.94  0.313
O1 -0.42 1.55 -4.17  -0.432
C2 -0.50 1.99 -2.89  0.862
C3 -1.05 1.27 -1.83  -0.413
C4 -1.05 1.81 -0.56  -0.612
C5 -0.52 3.06 -0.34  -0.381
C6 0.02 3.80 -1.38  -0.358
C7 0.03 3.26 -2.65  -0.768
H4 0.44 3.81 -3.49  0.462
H5 0.41 4.78 -1.18  0.543
S1 -0.36 3.66 1.34  1.242
O2 -0.21 5.08 1.36  -0.711
O3 -1.38 3.07 2.15  -0.680
N1 1.14 2.99 1.76  0.050
C8 1.22 1.60 1.64  -0.101
C9 2.12 0.97 0.78  -0.220
C10 2.13 -0.41 0.66  -1.058
C11 1.23 -1.18 1.37  0.216
C12 0.35 -0.56 2.26  -0.104
C13 0.35 0.81 2.40  -0.194
H6 -0.33 1.30 3.08  0.553
H7 -0.32 -1.15 2.86  0.480
C14 1.26 -2.67 1.24  0.206
O4 2.18 -3.34 1.67  -0.670
N2 0.20 -3.23 0.61  0.109
C15 -0.93 -2.53 0.04  0.099
H8 -0.82 -1.46 0.17  -0.173
C16 -2.22 -3.03 0.72  -0.610
H9 -3.10 -2.60 0.24  0.355
O5 -2.35 -4.43 0.60  -0.390
C17 -1.25 -5.09 1.18  -0.522
H10 -1.43 -6.16 1.04  0.339
C18 0.07 -4.67 0.52  -0.793
H11 0.92 -5.12 1.03  0.418
H12 0.06 -4.97 -0.53  0.309
H13 -1.20 -4.87 2.26  0.327
H14 -2.20 -2.74 1.78  0.328
H15 -0.99 -2.77 -1.03  0.220
H16 2.83 -0.88 0.00  0.474
H17 2.82 1.55 0.20  0.416
C19 2.27 3.79 1.34  -1.139
H18 3.17 3.45 1.84  0.417
H19 2.05 4.82 1.63  0.349
H20 2.42 3.77 0.25  0.408
H21 -1.48 1.27 0.27  0.683
H22 -1.47 0.29 -1.99  0.365

***

2:
Below is C19H22N2O5S in the gas phase, with properties calculated with wB97M-V/def2-TZVPD.

Output
Gap between HOMO and LUMO ... 9.02 eV
Total charge ... 0
Structure (SMILES) ... COc1ccc(S(=O)(=O)NC[C@@H]2CCCO2)cc1NC(=O)c1ccccc1
E_HOMO ... -8.55 eV

Each line ends with the Mulliken charge.
Cartesian coordinates (Å):
C1 -3.68 -4.16 0.55  -0.938
H1 -4.76 -4.12 0.63  0.255
O1 -3.26 -2.83 0.37  -0.453
C2 -1.92 -2.58 0.23  0.999
C3 -0.93 -3.54 0.27  -0.509
C4 0.40 -3.18 0.11  -0.838
C5 0.72 -1.85 -0.10  -0.133
C6 -0.25 -0.87 -0.14  -0.074
C7 -1.58 -1.22 0.03  -0.730
N1 -2.63 -0.31 0.01  -0.077
C8 -2.56 1.06 -0.02  0.580
O2 -1.53 1.70 -0.01  -0.646
C9 -3.90 1.72 -0.05  0.342
C10 -4.01 2.98 0.53  -0.424
C11 -5.22 3.65 0.53  -0.547
C12 -6.33 3.07 -0.06  -0.367
C13 -6.22 1.83 -0.66  -0.702
C14 -5.02 1.15 -0.65  -0.358
H2 -4.95 0.19 -1.15  0.419
H3 -7.08 1.38 -1.14  0.383
H4 -7.27 3.59 -0.06  0.383
H5 -5.30 4.63 0.99  0.383
H6 -3.13 3.42 0.97  0.404
H7 -3.54 -0.74 0.10  0.318
H8 0.03 0.16 -0.29  0.634
S1 2.42 -1.38 -0.37  1.297
O3 2.58 -0.99 -1.74  -0.641
O4 3.28 -2.42 0.15  -0.717
N2 2.55 -0.02 0.61  -0.271
H9 2.98 -0.30 1.48  0.319
C15 3.13 1.16 0.03  -1.202
H10 2.66 1.31 -0.94  0.341
H11 2.90 2.02 0.67  0.436
C16 4.65 1.05 -0.19  0.589
H12 4.83 0.13 -0.77  0.284
C17 5.45 1.04 1.13  -0.656
H13 6.29 0.36 1.05  0.344
H14 4.84 0.75 1.98  0.296
C18 5.95 2.49 1.23  -0.585
H15 5.18 3.12 1.66  0.239
C19 6.14 2.83 -0.25  -0.512
H16 7.11 2.46 -0.61  0.283
H17 6.06 3.90 -0.47  0.320
O5 5.09 2.18 -0.94  -0.468
H18 6.87 2.58 1.80  0.375
H19 1.19 -3.91 0.14  0.483
H20 -1.17 -4.58 0.42  0.404
H21 -3.27 -4.59 1.47  0.361
H22 -3.40 -4.79 -0.30  0.373

***

Most stable: 2. Least stable: 1.

***

1:
Below is a 2-piece molecular cluster, CH3NO2S overall, with properties calculated with wB97M-V/def2-TZVPD.

Output
Gap between HOMO and LUMO (alpha / beta) ... 7.06 / 7.38 eV
Total charge ... 0
E_HOMO (alpha / beta) ... -9.07 / -8.72 eV

Each line ends with the Mulliken charge.
Cartesian coordinates (Å):
C1 1.28 -0.22 0.37  -0.567
N1 -2.27 0.27 -0.22  0.689
O1 -1.27 -0.40 -0.45  -0.421
O2 -2.64 1.31 -0.57  -0.380
S1 0.98 -0.59 -1.27  -0.074
H1 0.31 -0.30 0.83  0.207
H2 1.65 0.82 0.51  0.244
H3 1.96 -0.89 0.82  0.301

***

2:
Below is CH3NO2S in the gas phase, with properties calculated with wB97M-V/def2-TZVPD.

Output
Gap between HOMO and LUMO ... 10.32 eV
Total charge ... 0
Structure (SMILES) ... CS[N+](=O)[O-]
E_HOMO ... -10.40 eV

Each line ends with the Mulliken charge.
Cartesian coordinates (Å):
C1 -1.30 -0.15 -0.05  -0.739
N1 1.64 0.16 0.03  0.949
O1 1.06 1.21 0.10  -0.546
O2 2.83 0.00 -0.07  -0.548
S1 0.57 -1.27 0.00  -0.036
H1 -2.03 -0.62 0.70  0.311
H2 -1.63 -0.15 -1.07  0.309
H3 -1.14 0.82 0.37  0.300

***

Most stable: 2. Least stable: 1.

***

1:
Below is a 2-piece molecular cluster, C3H13N2O overall, with properties calculated with wB97M-V/def2-TZVPD.

Output
Gap between HOMO and LUMO ... 11.26 eV
Total charge ... +1
E_HOMO ... -14.50 eV

Each line ends with the Mulliken charge.
Cartesian coordinates (Å):
C1 0.60 0.71 -0.13  -0.497
C2 -0.06 -0.56 -0.66  -0.510
C3 -0.19 -1.74 0.24  -0.698
N1 1.22 -1.85 0.87  -0.607
N2 0.51 0.73 1.37  -0.429
H1 1.75 0.49 -0.33  0.260
H2 0.35 1.73 -0.51  0.393
H3 0.48 -0.82 -1.56  0.365
H4 -1.07 -0.35 -1.17  0.307
H5 -0.72 -2.64 -0.12  0.403
H6 -0.98 -1.64 1.13  0.269
H7 1.88 -1.85 0.05  0.250
H8 1.28 1.20 1.84  0.376
H9 1.15 -2.80 1.36  0.259
H10 -0.36 1.06 1.94  0.362
H11 0.71 -0.35 1.73  0.485
H12 -2.25 3.12 -2.69  0.307
H13 -2.48 2.93 -1.36  0.318
O1 -1.81 2.63 -2.02  -0.612

***

2:
Below is a 2-piece molecular cluster, C3H13N2O overall, with properties calculated with wB97M-V/def2-TZVPD.

Output
Gap between HOMO and LUMO ... 11.50 eV
Total charge ... +1
E_HOMO ... -14.69 eV

Each line ends with the Mulliken charge.
Cartesian coordinates (Å):
C1 -0.86 -1.01 -0.48  -0.420
N1 -0.61 -0.79 -2.05  -0.646
C2 -1.62 0.13 0.11  -0.974
N2 -0.80 1.39 -0.11  -0.084
C3 0.30 1.37 0.94  -0.694
H1 -1.40 -1.86 -0.10  0.384
H2 0.06 -1.09 0.07  0.365
H3 -1.50 -0.63 -2.37  0.234
H4 -0.36 -1.81 -2.44  0.317
H5 -2.51 0.39 -0.48  0.400
H6 -1.84 -0.15 1.14  0.372
H7 -1.53 2.10 -0.35  0.390
H8 -0.40 1.00 -0.97  0.433
H9 0.26 0.29 1.44  0.214
H10 1.30 1.50 0.52  0.353
H11 0.13 2.09 1.70  0.347
H12 2.77 -1.72 1.58  0.325
H13 3.22 -0.27 1.90  0.303
O1 3.09 -0.87 1.26  -0.621

***

3:
Below is a 2-piece molecular cluster, C3H13N2O overall, with properties calculated with wB97M-V/def2-TZVPD.

Output
Gap between HOMO and LUMO ... 10.37 eV
Total charge ... +1
E_HOMO ... -13.46 eV

Each line ends with the Mulliken charge.
Cartesian coordinates (Å):
C1 -1.18 -0.34 -1.84  -0.670
C2 -1.61 -0.96 -0.51  -0.353
C3 -0.36 -1.01 0.37  -0.759
N1 0.22 0.33 0.82  -0.317
N2 -0.76 1.08 -1.68  -0.533
H1 -0.28 -0.87 -2.15  0.362
H2 -1.88 -0.38 -2.68  0.401
H3 -1.83 -2.02 -0.68  0.292
H4 -2.43 -0.43 -0.03  0.298
H5 0.53 -1.39 -0.15  0.362
H6 -0.47 -1.57 1.30  0.364
H7 0.99 0.76 0.31  0.381
H8 -0.49 1.08 0.88  0.341
H9 0.66 0.40 1.75  0.374
H10 -0.34 1.32 -2.56  0.236
H11 -1.54 1.68 -1.42  0.210
H12 2.98 1.30 2.78  0.337
H13 3.32 -0.12 2.86  0.340
O1 2.98 0.53 2.22  -0.667

***

Most stable: 3. Least stable: 2.

***

1:
Below is C2H2OS as an isolated structure, with properties calculated with wB97M-V/def2-TZVPD.

Output
Gap between HOMO and LUMO ... 8.63 eV
Total charge ... 0
E_HOMO ... -10.63 eV

Each line ends with the Mulliken charge.
Cartesian coordinates (Å):
C1 0.09 -1.61 -0.05  -0.128
C2 -0.01 -0.30 0.06  0.292
O1 1.49 0.75 0.13  -0.523
S1 -1.68 0.38 0.23  -0.135
H1 2.03 0.24 0.76  0.308
H2 -1.92 0.55 -1.13  0.187

***

2:
Below is C2H2OS in the gas phase, with properties calculated with wB97M-V/def2-TZVPD.

Output
Gap between HOMO and LUMO ... 9.33 eV
Total charge ... 0
Structure (SMILES) ... C#CSO
E_HOMO ... -9.05 eV

Each line ends with the Mulliken charge.
Cartesian coordinates (Å):
C1 0.84 -1.17 -0.48  0.174
C2 0.31 -0.55 0.44  -0.664
O1 -1.19 1.53 0.05  -0.411
S1 -0.83 0.59 1.37  0.151
H1 1.28 -1.90 -0.97  0.425
H2 -0.40 1.51 -0.40  0.325

***

Most stable: 2. Least stable: 1.

***

1:
Below is a 2-piece molecular cluster, C11H14O2S overall, with properties calculated with wB97M-V/def2-TZVPD.

Output
Gap between HOMO and LUMO ... 9.04 eV
Total charge ... 0
E_HOMO ... -8.66 eV

Each line ends with the Mulliken charge.
Cartesian coordinates (Å):
C1 0.52 3.25 0.20  -0.691
C2 1.15 2.22 0.02  -0.344
C3 3.29 -1.43 -0.01  -0.217
C4 2.68 -0.95 1.14  -0.773
C5 3.10 -0.75 -1.17  -0.498
C6 2.20 0.33 1.13  -0.253
C7 2.18 0.29 -1.27  -0.225
C8 1.80 0.93 -0.06  0.699
C9 -3.25 1.04 -0.18  -1.509
C10 -2.80 -1.42 0.20  -1.215
C11 -2.52 -0.20 -0.66  0.533
O1 -0.79 0.14 1.27  -0.584
O2 -0.16 -1.47 -0.47  -0.504
S1 -0.73 0.06 -0.18  0.417
H1 0.60 4.19 0.57  0.405
H2 3.90 -2.36 -0.13  0.337
H3 2.85 -1.44 2.09  0.430
H4 3.55 -1.08 -2.09  0.382
H5 1.91 0.83 2.00  0.412
H6 2.01 0.97 -2.16  0.382
H7 0.10 -1.88 0.28  0.298
H8 -4.28 0.74 -0.01  0.421
H9 -2.80 1.45 0.79  0.328
H10 -3.19 1.91 -0.79  0.372
H11 -2.01 -1.67 0.87  0.310
H12 -2.96 -2.23 -0.46  0.281
H13 -3.73 -1.09 0.81  0.336
H14 -2.62 -0.38 -1.75  0.471

***

2:
Below is C11H14O2S in the gas phase, with properties calculated with wB97M-V/def2-TZVPD.

Output
Gap between HOMO and LUMO ... 8.45 eV
Total charge ... 0
Structure (SMILES) ... C[C@@]1(CO)S[C@@H]1[C@@H]1C=CC=C/C1=C/O
E_HOMO ... -7.89 eV

Each line ends with the Mulliken charge.
Cartesian coordinates (Å):
C1 -2.01 -2.07 -0.36  -0.423
C2 -1.98 -1.26 -1.53  -0.377
C3 -1.60 -1.53 0.83  -0.608
C4 -1.81 0.06 -1.49  -0.817
C5 -0.65 -0.30 0.75  0.160
C6 -1.50 0.70 -0.16  0.095
C7 0.82 -0.86 0.71  -0.744
C8 1.96 -0.05 0.22  1.002
C9 3.22 -0.17 0.93  -1.609
C10 1.82 1.34 -0.41  -0.623
C11 -2.37 1.73 0.08  -0.014
O1 2.46 1.43 -1.61  -0.548
O2 -2.42 2.31 1.26  -0.475
S1 1.56 -1.46 -0.84  -0.302
H1 -2.51 -3.00 -0.49  0.459
H2 -2.47 -1.63 -2.45  0.345
H3 -1.76 -2.08 1.80  0.333
H4 -2.00 0.56 -2.39  0.533
H5 -0.80 0.10 1.79  0.269
H6 1.13 -1.42 1.60  0.548
H7 3.70 0.76 0.88  0.439
H8 3.81 -0.93 0.50  0.362
H9 3.09 -0.45 1.95  0.415
H10 2.35 2.04 0.22  0.447
H11 0.71 1.47 -0.58  0.156
H12 -3.06 2.11 -0.76  0.302
H13 2.23 0.70 -2.29  0.358
H14 -1.88 1.90 1.85  0.316

***

Most stable: 2. Least stable: 1.